No. 1
Entry from the Open Molecules 2025 dataset: an isolated molecule of C3H4N4O at a distorted geometry (ωB97M-V with the def2-TZVPD basis set).

```
12
Properties=species:S:1:pos:R:3
C -1.460 -0.076 -0.012
C 1.301 0.689 -0.498
C 1.497 -0.585 0.127
H -1.529 1.788 1.138
H 1.852 1.333 -1.090
H 2.493 -0.954 0.362
H -0.908 -2.075 -0.246
N -0.814 1.039 0.600
N 0.303 1.465 -0.154
N 0.428 -1.343 0.409
N -0.575 -1.172 -0.309
O -2.589 -0.110 -0.328
```

SMILES: O=C1NN=CC=NN1
Strongest force on any atom, eV/Å: 11.66
LUMO level, eV: -0.190
E_tot, Eh: -410.8287
Multiplicity: 1
Kohn-Sham gap, eV: 8.67
Energy above the lowest of the compared OMol25 structures with the same formula, charge and spin, eV: 4.750

No. 2
Entry from the Open Molecules 2025 dataset: a structure of composition C17H17BN7NaOS5 (ωB97M-V with the def2-TZVPD basis set).

```
49
Properties=species:S:1:pos:R:3
Na -0.578 -0.451 0.526
C -3.002 -2.717 2.308
N -2.949 -2.885 0.873
C -2.670 -4.058 0.205
C -2.668 -3.756 -1.106
N -2.924 -2.408 -1.257
B -2.781 -1.687 -2.651
N -1.250 -1.710 -3.023
C -0.656 -2.850 -3.529
C 0.682 -2.698 -3.494
N 0.916 -1.440 -2.984
C 2.203 -0.936 -2.569
C -0.271 -0.843 -2.682
S -0.388 0.734 -2.045
C -3.107 -1.872 -0.027
S -3.468 -0.276 0.434
H -2.896 -3.699 2.767
H -3.951 -2.265 2.597
H -2.200 -2.066 2.657
H -2.435 -4.973 0.720
H -2.450 -4.388 -1.947
H -3.204 -0.571 -2.597
H -3.334 -2.399 -3.475
H -1.249 -3.682 -3.864
H 1.480 -3.375 -3.739
H 2.977 -1.513 -3.075
H 2.305 -1.051 -1.489
H 2.283 0.118 -2.828
O 0.761 -4.796 -0.465
C 0.593 -3.619 -0.220
N 0.438 -2.468 0.016
S 4.845 1.154 5.451
C 3.276 0.678 5.103
S 2.282 1.457 3.918
C 0.961 0.315 4.195
N 1.271 -0.562 5.107
N 2.555 -0.341 5.604
C 2.992 -1.305 6.554
C 2.613 -2.629 6.368
C 3.006 -3.590 7.285
C 3.772 -3.239 8.388
C 4.137 -1.913 8.571
C 3.748 -0.941 7.660
S -0.521 0.456 3.369
H 2.004 -2.882 5.512
H 2.710 -4.621 7.131
H 4.079 -3.994 9.102
H 4.728 -1.624 9.431
H 4.034 0.091 7.795
```

Strongest force on any atom, eV/Å: 0.16
LUMO level, eV: 3.912
E_tot, Eh: -3294.9072
Multiplicity: 1
Kohn-Sham gap, eV: 5.97
Energy above the lowest of the compared OMol25 structures with the same formula, charge and spin, eV: 0.000
Total charge: -2

No. 3
Entry from the Open Molecules 2025 dataset: a structure of composition C2F3OP at a distorted geometry (ωB97M-V with the def2-TZVPD basis set).

```
7
Properties=species:S:1:pos:R:3
C 1.108 0.118 -0.022
C -0.135 -0.324 0.000
O -2.926 0.389 0.250
F 1.390 1.394 0.176
F 2.265 -0.507 0.031
F -0.112 -1.981 -0.275
P -1.590 0.911 -0.161
```

Strongest force on any atom, eV/Å: 5.08
LUMO level, eV: -1.875
E_tot, Eh: -792.3009
Multiplicity: 1
Kohn-Sham gap, eV: 8.96
Energy above the lowest of the compared OMol25 structures with the same formula, charge and spin, eV: 1.481

No. 4
Entry from the Open Molecules 2025 dataset: the ion C3H5N2OS with charge +1 at a distorted geometry (ωB97M-V with the def2-TZVPD basis set).

```
12
Properties=species:S:1:pos:R:3
C -0.858 -0.717 -1.541
C 0.340 -0.261 0.559
C -0.560 1.738 -0.108
N -0.005 -0.864 -0.630
N 1.260 -0.770 1.420
O 0.116 0.958 0.785
S -2.066 -0.642 -2.472
H -1.229 2.530 0.143
H -0.648 1.488 -1.127
H 0.479 -1.724 -0.675
H 1.451 -1.717 1.745
H 1.723 -0.019 1.900
```

Strongest force on any atom, eV/Å: 4.53
LUMO level (alpha / beta), eV: -5.084 / -5.448
E_tot, Eh: -699.8079
Multiplicity: 3
Kohn-Sham gap (alpha / beta), eV: 5.90 / 9.24
Energy above the lowest of the compared OMol25 structures with the same formula, charge and spin, eV: 1.833
Total charge: +1

No. 5
Entry from the Open Molecules 2025 dataset: the ion C9H17N2O3S with charge +1 at a distorted geometry (ωB97M-V with the def2-TZVPD basis set).

```
32
Properties=species:S:1:pos:R:3
C -0.683 0.882 0.209
C 0.019 -1.348 -1.408
C 0.584 0.690 -0.159
C 0.936 -0.647 -0.764
C -1.378 -0.754 -1.502
C -1.707 -0.159 -0.138
C -2.569 -2.424 0.732
C 2.736 1.613 -0.847
C 1.239 2.734 0.932
N -1.606 -1.260 0.925
N 1.518 1.672 0.039
O 1.074 -2.132 1.073
O 3.054 -0.645 0.792
O 2.734 -2.678 -0.719
S 2.060 -1.715 0.077
H -0.975 1.822 0.534
H 0.147 -2.356 -1.814
H -1.561 0.029 -2.281
H -2.084 -1.611 -1.565
H -2.659 0.196 -0.006
H -3.581 -2.141 0.981
H -2.342 -2.823 -0.375
H -2.314 -3.159 1.424
H 2.762 2.417 -1.663
H 3.540 1.669 -0.179
H 2.531 0.696 -1.310
H 0.866 3.625 0.296
H 0.539 2.395 1.717
H 2.244 3.051 1.360
H -0.752 -1.800 1.011
H -1.840 -0.717 1.834
H 3.872 -0.474 0.457
```

SMILES: C[NH2+][C@H]1C=C(N(C)C)C(S(=O)(=O)O)=CC1
Strongest force on any atom, eV/Å: 5.76
LUMO level, eV: -3.368
E_tot, Eh: -1086.1907
Multiplicity: 1
Kohn-Sham gap, eV: 8.11
Energy above the lowest of the compared OMol25 structures with the same formula, charge and spin, eV: 0.643
Total charge: +1

No. 6
Entry from the Open Molecules 2025 dataset: a cluster of 2 separate species, C21H25IN3O2P in total at a distorted geometry (ωB97M-V with the def2-TZVPD basis set).

```
53
Properties=species:S:1:pos:R:3
C -2.105 -4.970 -1.987
C -1.601 -5.650 -3.311
C -0.051 -5.965 -3.354
I 0.576 -6.818 -1.460
P 0.984 -4.519 -3.923
C -0.019 -3.408 -5.062
O 0.228 -3.380 -6.264
O -0.984 -2.701 -4.585
C 1.794 -3.584 -2.543
C 2.954 -4.133 -1.843
C 3.398 -3.252 -0.774
C 2.708 -2.015 -0.530
N 1.647 -1.442 -1.184
C 1.266 -2.303 -2.171
H -3.164 -4.637 -2.189
H -1.548 -4.033 -1.717
H -2.190 -5.680 -1.121
H -2.128 -6.644 -3.381
H -1.968 -5.044 -4.175
H 0.084 -6.780 -4.120
H 2.057 -5.030 -4.720
H 3.412 -5.107 -2.102
H 4.269 -3.534 -0.144
H 3.090 -1.410 0.336
H 0.395 -1.946 -2.789
C 2.080 2.504 -1.787
N 1.369 2.866 -0.538
C 1.382 4.145 -0.122
C 0.695 4.522 1.015
C -0.028 3.577 1.742
C 0.002 2.259 1.293
C 0.707 1.926 0.152
C -0.824 3.949 2.934
C -2.193 3.697 2.980
C -2.922 4.002 4.112
N -2.322 4.542 5.186
C -1.007 4.822 5.168
C -0.241 4.538 4.055
C -3.103 4.821 6.414
H 3.123 2.798 -1.682
H 1.604 3.040 -2.608
H 2.010 1.431 -1.953
H 1.938 4.856 -0.719
H 0.711 5.564 1.311
H -0.523 1.475 1.828
H 0.741 0.906 -0.222
H -2.708 3.261 2.131
H -3.986 3.810 4.172
H -0.582 5.263 6.061
H 0.820 4.759 4.083
H -2.997 5.878 6.651
H -2.700 4.199 7.212
H -4.150 4.580 6.248
```

Strongest force on any atom, eV/Å: 5.90
LUMO level, eV: -7.620
E_tot, Eh: -1768.3883
Multiplicity: 1
Kohn-Sham gap, eV: 4.55
Total charge: +2

Question: Among the records above, which one has the highest E_tot?
Answer: C3H4N4O

Question: Among the records above, which one has the highest E_tot?
Answer: C3H4N4O